The following is a quantum chemistry calculation of a structure of composition C13H19N3O4S, from the OMol25 dataset.

Atoms and positions in Å:
C -3.920 -2.251 0.229
H -3.422 -3.269 0.030
O -2.770 -1.300 -0.266
C -3.046 -0.083 -0.100
C -4.287 0.384 0.069
C -4.463 1.855 0.336
C -3.390 2.605 0.215
C -2.102 2.154 -0.342
C -2.017 0.779 -0.359
N -0.688 0.109 -0.559
C -0.263 -0.600 0.319
O -0.802 -1.037 1.252
N 0.967 -1.584 -0.279
C 1.556 -1.187 -1.437
H 1.507 -2.275 -2.093
H 0.888 -0.612 -1.953
C 3.035 -0.955 -1.272
N 3.187 -0.300 0.078
S 2.587 1.351 0.168
O 1.803 1.356 1.620
O 1.686 1.613 -1.030
C 3.827 2.402 0.449
H 4.545 2.099 1.185
H 4.413 2.247 -0.468
H 3.614 3.500 0.188
C 3.109 -1.192 1.050
H 2.885 -0.825 1.971
C 1.828 -1.938 0.736
H 2.015 -3.094 0.442
H 1.248 -2.320 1.746
H 3.945 -1.706 1.105
H 3.191 -0.033 -2.173
H 3.735 -1.576 -1.443
H -0.063 0.672 -0.952
H -1.229 2.666 -0.380
H -3.336 4.011 0.122
H -5.335 2.403 0.339
H -5.198 -0.013 0.659
H -4.868 -2.091 -0.485
H -4.375 -1.962 1.283

Its total energy is -37272.1676 eV. The orbital gap is 7.89 eV. Its multiplicity is 1. For the maximum force, the calculation gives 12.01 eV Å⁻¹. The total charge is 0. The value obtained for the energy above the lowest of the compared OMol25 structures with the same formula, charge and spin is 13.430 eV.

***

The following is a quantum chemistry calculation of the molecule C10H16BF2N2O7PS, from the OMol25 dataset.

Atoms and positions in Å:
C -4.137 -1.696 -0.768
C -2.972 -1.254 -1.220
C -1.512 -0.658 -1.626
O -1.435 -0.299 -3.026
C -0.295 0.562 -3.302
C -0.474 2.094 -2.823
O -0.800 2.953 -3.710
N -0.249 2.576 -1.421
C -1.500 3.070 -0.792
O -1.423 4.157 -0.127
F -2.764 2.375 -0.847
C -0.337 -1.706 -1.155
F 0.348 -2.312 -2.304
O 0.543 -0.943 -0.302
C 0.658 -1.555 1.045
B 1.015 -0.331 2.076
O 1.404 -0.505 3.481
N 0.888 1.078 1.542
C -0.363 1.739 2.071
C 2.109 1.908 1.822
P 1.988 -2.902 0.904
O 1.156 -4.370 0.485
O 3.017 -2.567 -0.442
S 3.041 -3.195 2.502
H -4.997 -1.881 -0.011
H -1.393 0.297 -0.976
H -0.156 0.548 -4.460
H 0.707 0.156 -2.873
H 0.159 1.781 -0.890
H -0.864 -2.595 -0.622
H -0.375 -1.978 1.398
H 0.568 -0.724 3.981
H -0.378 2.889 1.891
H -0.519 1.537 3.202
H -1.305 1.289 1.543
H 2.590 2.143 0.782
H 1.845 2.911 2.357
H 2.897 1.319 2.421
H 0.209 -4.324 0.761
H 3.104 -1.587 -0.569

Its total energy is -54172.2553 eV. As for the SMILES: C#C[C@H](OCC(=O)NC(=O)F)[C@@H](F)O[C@H](B(O)N(C)C)P(O)(O)=S. The orbital gap is 8.87 eV. Its multiplicity is 1. For the maximum force, the calculation gives 7.26 eV Å⁻¹. The total charge is 0.

***

The following is a quantum chemistry calculation of a structure of composition C19H14Co2NO7, from the OMol25 dataset.

Atoms and positions in Å:
C -0.297 -3.780 -3.405
O -0.665 -4.122 -2.051
C -0.126 -3.452 -0.999
C 0.581 -2.226 -1.146
C 1.333 -1.805 -0.060
C 1.263 -2.525 1.150
N 2.207 -1.958 2.009
C 2.834 -0.916 1.432
C 3.865 -0.146 2.158
C 2.198 -0.653 0.169
C 0.481 -3.653 1.339
C -0.236 -4.114 0.248
H -0.897 -4.440 -4.035
H -0.538 -2.731 -3.625
H 0.772 -3.963 -3.574
H 0.611 -1.666 -2.078
H 2.396 -2.280 2.950
H 4.605 0.238 1.454
H 3.408 0.713 2.654
H 4.369 -0.763 2.910
H 2.829 -0.293 -0.628
H 0.429 -4.135 2.308
H -0.892 -4.966 0.311
O -3.050 1.569 3.507
C -2.894 2.111 2.485
Co -2.736 2.888 0.916
C -3.435 1.599 -0.057
O -4.004 0.768 -0.631
C -4.063 4.058 1.298
O -4.919 4.797 1.478
C -0.758 2.618 1.024
C 0.053 1.943 0.162
C 1.199 1.160 0.053
Co -1.017 3.190 -0.711
C -1.356 1.935 -1.884
O -1.435 1.058 -2.633
C -0.002 4.247 -1.683
O 0.813 4.838 -2.249
C -2.614 4.314 -0.929
O -3.268 5.134 -1.437
H -0.399 3.118 1.934
H 1.449 0.982 -1.017
H 1.904 1.311 0.882

Its total energy is -111002.1165 eV. The orbital gap is 5.82 eV. Its multiplicity is 1. For the maximum force, the calculation gives 5.60 eV Å⁻¹. The total charge is -1. The value obtained for the energy above the lowest of the compared OMol25 structures with the same formula, charge and spin is 1.306 eV.